Entry 1:
14
Properties=species:S:1:pos:R:3 method="wB97M-V/def2-TZVPD" multiplicity=1 total_energy_ha=-784.0397 homo_ev=-8.27 de_lowest_kj_mol=106.1 mol_weight_g_mol=135.16
C -0.009 1.289 -0.152
C -0.209 -0.051 0.022
C 0.809 -1.055 0.426
C -1.631 -0.505 -0.051
H 2.087 1.517 -0.128
H 1.072 2.871 -0.640
H -0.871 1.969 -0.385
H 0.630 -1.537 1.413
H 1.837 -0.603 0.459
H -0.982 -2.306 -0.237
N 1.155 1.985 -0.087
O -1.824 -1.832 -0.101
F 0.923 -2.160 -0.485
S -2.987 0.419 -0.055

Entry 2:
61
Properties=species:S:1:pos:R:3 method="wB97M-V/def2-TZVPD" multiplicity=1 total_energy_ha=-2799.8945 homo_ev=-11.96 mol_weight_g_mol=589.77 total_charge=+1
Na -2.737 -5.107 0.910
Na 0.295 -3.867 4.148
Cl -0.294 -1.948 0.781
O 0.882 -1.665 -0.001
O -0.106 -2.143 2.208
O -1.235 -0.865 0.654
O -0.942 -3.101 0.208
C 3.285 -0.476 2.545
C 2.522 0.663 1.852
O 3.379 1.069 0.794
C 4.607 0.668 1.051
O 5.575 0.906 0.392
O 4.618 -0.237 2.055
H 3.015 -1.482 2.222
H 3.294 -0.376 3.629
H 2.370 1.448 2.591
H 1.558 0.270 1.539
C -3.404 -1.303 3.264
C -4.699 -0.637 2.830
O -5.005 -1.403 1.649
C -4.287 -2.514 1.564
O -4.367 -3.336 0.701
O -3.396 -2.547 2.601
H -3.396 -1.450 4.346
H -2.539 -0.673 3.058
H -4.547 0.409 2.587
H -5.475 -0.804 3.573
C -2.064 -1.903 -2.731
C -1.634 -3.244 -3.438
O -2.808 -3.687 -4.111
C -3.664 -2.678 -4.177
O -4.702 -2.670 -4.773
O -3.247 -1.615 -3.483
H -1.311 -1.120 -2.730
H -2.434 -2.073 -1.719
H -1.372 -3.907 -2.618
H -0.874 -3.165 -4.213
C 1.625 5.766 3.546
O 1.205 4.412 3.651
C 0.130 4.094 2.949
O -0.681 4.874 2.515
O 0.074 2.780 2.791
C -1.149 2.137 2.467
H 1.692 6.120 2.518
H 2.644 5.842 3.923
H 1.019 6.462 4.123
H -1.773 2.304 3.351
H -0.900 1.086 2.348
H -1.608 2.573 1.581
C 3.423 0.902 -6.846
O 2.356 0.697 -5.905
C 2.664 0.345 -4.683
O 3.620 -0.278 -4.292
O 1.713 0.842 -3.888
C 1.891 0.736 -2.483
H 3.860 1.863 -6.576
H 3.200 0.883 -7.907
H 4.131 0.098 -6.639
H 2.842 1.201 -2.213
H 2.099 -0.295 -2.186
H 1.059 1.116 -1.902

Entry 3:
18
Properties=species:S:1:pos:R:3 method="wB97M-V/def2-TZVPD" multiplicity=1 total_energy_ha=-235.7297 homo_ev=-8.27 smiles="C=CCCCC" de_lowest_kj_mol=232.3 mol_weight_g_mol=84.16
C 0.319 1.965 1.196
C -0.370 1.257 0.293
C -0.223 -1.056 1.036
C 0.238 -1.599 -0.333
C -0.213 -0.650 -1.448
C 0.173 0.772 -1.030
H 0.079 0.033 1.278
H -0.167 2.368 2.079
H 1.395 2.090 1.093
H -1.436 1.061 0.445
H -1.308 -1.215 1.162
H 0.306 -1.484 1.873
H 1.333 -1.661 -0.342
H -0.124 -2.622 -0.525
H 0.248 -0.908 -2.416
H -1.300 -0.723 -1.602
H 1.267 0.862 -1.023
H -0.217 1.511 -1.734

Entry 4:
71
Properties=species:S:1:pos:R:3 method="wB97M-V/def2-TZVPD" multiplicity=1 total_energy_ha=-5312.7920 homo_ev=-6.92 de_lowest_kj_mol=85.4 mol_weight_g_mol=722.58
Ca 0.004 -0.366 0.154
O -5.414 4.544 0.833
C -5.263 3.692 -0.059
O -5.975 3.389 -1.029
C -3.936 2.889 0.043
C -3.068 3.092 1.109
C -1.923 2.325 1.200
N -1.586 1.406 0.296
C -2.399 1.229 -0.769
C -3.581 1.936 -0.908
C -1.980 0.215 -1.870
O -2.837 -0.164 -2.651
O -0.743 -0.127 -1.867
H -3.329 3.842 1.843
H -1.237 2.439 2.036
H -4.236 1.761 -1.751
N 0.045 -4.141 -0.058
C 1.179 -3.563 -0.616
C 2.153 -4.428 -1.149
C 3.268 -3.878 -1.734
C 3.405 -2.491 -1.797
C 2.413 -1.725 -1.229
N 1.336 -2.253 -0.628
C -1.241 -3.683 0.226
C -2.196 -4.687 0.482
C -3.493 -4.324 0.748
C -3.836 -2.973 0.744
C -2.838 -2.061 0.488
N -1.555 -2.394 0.256
H 0.083 -5.146 -0.078
H 2.011 -5.500 -1.111
H 4.026 -4.523 -2.158
H 4.247 -2.023 -2.284
H 2.470 -0.643 -1.272
H -1.905 -5.728 0.452
H -4.239 -5.082 0.944
H -4.846 -2.632 0.919
H -3.059 -0.999 0.457
N -0.821 -1.980 3.442
C 0.304 -1.269 3.637
N 0.883 -1.374 4.827
C 2.008 -0.680 4.960
N 2.677 -0.778 6.115
N 2.537 0.133 4.022
C 1.869 0.171 2.884
N 0.766 -0.535 2.606
C 2.402 1.165 1.872
C 3.446 2.003 2.244
C 3.852 2.982 1.350
C 3.211 3.092 0.128
C 2.192 2.196 -0.172
N 1.808 1.252 0.680
H -1.240 -2.413 4.246
H -1.390 -1.832 2.627
H 2.298 -1.327 6.865
H 3.493 -0.212 6.255
H 3.907 1.890 3.211
H 4.658 3.654 1.613
H 3.484 3.847 -0.595
H 1.676 2.215 -1.127
Br 3.367 1.309 -3.767
C 1.672 2.143 -4.127
C 1.491 2.744 -5.365
C 0.263 3.342 -5.583
C -0.697 3.312 -4.577
C -0.387 2.679 -3.388
N 0.792 2.093 -3.168
H 2.272 2.738 -6.109
H 0.057 3.828 -6.527
H -1.669 3.764 -4.709
H -1.108 2.626 -2.581

Entry 5:
113
Properties=species:S:1:pos:R:3 method="wB97M-V/def2-TZVPD" multiplicity=1 total_energy_ha=-8578.6683 homo_ev=-6.95 de_lowest_kj_mol=51.3 mol_weight_g_mol=1094.61
Al 2.502 -0.978 -1.007
O 0.219 1.047 6.997
C 0.075 2.175 6.126
C 0.324 1.736 4.681
C -0.884 0.954 4.126
O -1.569 0.163 5.087
C 0.559 3.000 3.850
Se 0.968 2.488 2.014
C 1.604 0.893 4.625
Se 2.268 0.707 2.776
H -0.062 1.300 7.881
H 0.804 2.946 6.400
H -0.932 2.597 6.208
H -0.545 0.325 3.298
H -1.611 1.665 3.721
H -0.976 -0.012 5.828
H 1.393 3.576 4.253
H -0.327 3.635 3.805
H 1.433 -0.109 5.015
H 2.388 1.360 5.220
O 2.672 -4.083 -3.452
C 2.381 -2.968 -3.088
O 2.889 -2.400 -2.017
C 1.360 -2.100 -3.800
P 0.226 -1.362 -2.553
C -0.674 -0.179 -3.617
C -1.818 -0.555 -4.322
C -2.410 0.329 -5.212
C -1.862 1.587 -5.412
C -0.719 1.962 -4.720
C -0.125 1.088 -3.817
C -1.003 -2.672 -2.246
C -0.905 -3.963 -2.758
C -1.854 -4.920 -2.422
C -2.908 -4.594 -1.581
C -3.013 -3.306 -1.071
C -2.061 -2.352 -1.394
H 0.852 -2.631 -4.601
H 1.892 -1.241 -4.220
H -2.253 -1.533 -4.170
H -3.302 0.031 -5.751
H -2.324 2.278 -6.106
H -0.296 2.945 -4.875
H 0.769 1.377 -3.269
H -0.084 -4.238 -3.409
H -1.768 -5.922 -2.823
H -3.648 -5.341 -1.323
H -3.835 -3.038 -0.419
H -2.149 -1.346 -0.993
C 4.357 -3.665 3.413
N 3.297 -3.049 2.635
C 2.108 -2.720 3.414
P 3.129 -3.187 1.008
O 2.394 -1.943 0.521
N 4.655 -3.338 0.446
C 5.570 -2.211 0.654
C 4.997 -4.176 -0.704
N 2.249 -4.505 0.623
C 1.206 -4.521 -0.392
C 2.639 -5.809 1.136
H 4.704 -2.964 4.176
H 5.196 -3.930 2.775
H 4.002 -4.568 3.923
H 2.365 -1.986 4.181
H 1.709 -3.611 3.910
H 1.342 -2.281 2.779
H 5.352 -1.709 1.595
H 5.490 -1.475 -0.152
H 6.595 -2.584 0.683
H 4.181 -4.851 -0.949
H 5.893 -4.756 -0.474
H 5.173 -3.564 -1.588
H 0.858 -3.512 -0.581
H 0.355 -5.104 -0.029
H 1.560 -4.960 -1.331
H 3.404 -5.708 1.904
H 3.039 -6.444 0.340
H 1.773 -6.311 1.574
S 3.001 1.016 -1.119
Sb -0.960 2.913 -0.843
C -1.380 4.284 -2.441
C -0.270 4.881 -3.037
C -0.424 5.802 -4.066
C -1.695 6.127 -4.517
C -2.809 5.547 -3.923
C -2.651 4.640 -2.884
C -1.626 4.274 0.698
C -2.895 4.268 1.273
C -3.222 5.167 2.281
C -2.287 6.093 2.724
C -1.024 6.121 2.149
C -0.698 5.216 1.147
C -2.741 1.720 -0.890
C -3.438 1.426 -2.057
C -4.516 0.549 -2.034
C -4.911 -0.045 -0.844
C -4.207 0.221 0.324
C -3.122 1.086 0.296
H 0.730 4.612 -2.708
H 0.448 6.258 -4.519
H -1.819 6.837 -5.325
H -3.802 5.809 -4.265
H -3.529 4.206 -2.418
H -3.642 3.559 0.937
H -4.213 5.147 2.718
H -2.544 6.795 3.507
H -0.291 6.846 2.480
H 0.295 5.248 0.712
H -3.137 1.869 -2.999
H -5.046 0.328 -2.953
H -5.756 -0.721 -0.829
H -4.499 -0.248 1.257
H -2.571 1.274 1.213